(1)
The following is a quantum chemistry calculation of a single C4H7NO3 molecule, from the OMol25 dataset.

* ΔE to the lowest compared entry with this formula, charge and spin: 38.4 kcal per mole
* LUMO energy: 0.3 eV
* Kohn-Sham gap: 10.3 eV
* SMILES string: CCC(=O)NC(=O)O

The geometry in XYZ format:
```
15
Properties=species:S:1:pos:R:3:forces:R:3:lowdin_charge:R:1
C 0.437651 1.706838 -1.320992 1.942 2.379 0.331 -0.094
C 1.334853 0.544860 -0.822231 -2.137 -1.030 -0.756 -0.136
C 0.265187 -0.662132 -0.916658 1.589 -0.195 -1.271 -0.407
O 0.014039 -1.097550 -2.023003 -0.027 -0.071 1.078 0.070
N -0.366435 -1.141678 0.241687 2.389 4.728 1.331 0.200
C -0.428692 -0.127761 1.278895 0.687 -1.863 0.379 -0.507
O 0.436034 0.664930 1.523173 -1.488 -0.421 0.806 0.109
O -1.601218 -0.261483 1.948025 -0.782 0.133 -1.668 0.118
H -0.315169 2.071699 -0.538916 0.966 -0.757 -1.299 0.101
H 1.080779 2.617690 -1.622012 -0.766 -1.135 0.956 0.096
H 0.047788 1.468300 -2.287298 -0.956 -0.446 -0.269 0.053
H 2.203286 0.264127 -1.397894 -0.309 -0.021 -1.199 0.107
H 1.770604 0.736583 0.115643 -0.031 0.120 0.942 0.064
H -1.034681 -1.834684 0.296237 -1.770 -1.472 -0.597 0.117
H -1.632398 -0.549975 2.842773 0.693 0.050 1.238 0.109
```
Forces are in eV/Å.

(2)
The following is a quantum chemistry calculation of a 2-piece molecular cluster, C4H7NO3 overall, from the OMol25 dataset.

* ΔE to the lowest compared entry with this formula, charge and spin: 73.1 kcal per mole
* LUMO energy: 0.3 eV
* Kohn-Sham gap: 8.9 eV
* SMILES string: NC(=O)O.CC#CO

The geometry in XYZ format:
```
15
Properties=species:S:1:pos:R:3:forces:R:3:lowdin_charge:R:1
N 2.382353 0.457862 -0.467328 -0.665 -0.096 -0.204 0.163
C 1.703116 -0.516009 0.253207 3.451 0.707 0.991 -0.631
O 1.813856 -1.691349 -0.025096 -1.422 0.197 -0.192 0.071
O 1.316982 -0.114087 1.490139 -0.489 -0.472 -0.319 0.110
H 2.936024 0.126055 -1.241233 -0.218 -0.145 0.060 0.108
H 2.754992 1.282377 -0.023332 -0.304 -0.121 0.081 0.099
H 1.368855 0.838963 1.628575 -0.152 -0.056 -0.322 0.117
C -2.516686 1.141525 -0.370458 0.067 0.542 -0.195 -0.123
C -1.566119 0.046726 -0.290805 0.504 -1.958 0.557 -0.076
C -1.054579 -1.031593 -0.065405 -1.646 1.014 -0.444 -0.207
O -0.871856 -2.311559 0.145181 0.720 0.146 -0.043 0.069
H -2.354381 1.728860 -1.275473 -0.083 0.227 0.149 0.067
H -2.470562 1.775360 0.516670 0.060 0.179 -0.142 0.069
H -3.533536 0.745932 -0.416082 0.081 -0.099 -0.044 0.080
H 0.091542 -2.479063 0.141439 0.096 -0.064 0.067 0.084
```
Forces are in eV/Å.

(3)
The following is a quantum chemistry calculation of a 2-piece molecular cluster, C4H7NO3 overall, from the OMol25 dataset.

* ΔE to the lowest compared entry with this formula, charge and spin: 151.8 kcal per mole
* LUMO energy: 0.4 eV
* Kohn-Sham gap: 9.4 eV
* SMILES string: NOC=C=O.C=CO

The geometry in XYZ format:
```
15
Properties=species:S:1:pos:R:3:forces:R:3:lowdin_charge:R:1
N -0.549543 2.148285 -0.567385 -1.338 -0.418 1.292 0.095
O -2.036965 1.754190 -0.391778 1.852 1.622 -1.564 -0.130
C -2.129967 0.773496 0.503557 -0.126 1.536 -2.388 -0.217
C -2.016023 -0.457277 0.186931 0.725 -0.190 0.683 -0.162
O -1.666368 -1.533526 0.241315 0.269 -3.713 -0.870 0.212
H -0.033730 1.309752 -0.842430 -0.496 -0.094 -0.149 0.037
H -0.616607 2.765752 -1.349943 -0.095 0.337 -0.682 0.060
H -2.326306 0.928268 1.471625 -0.816 0.923 3.655 0.093
C 1.912859 -0.420594 -0.416477 -1.190 -2.352 -1.185 -0.031
C 1.677483 -1.162533 0.660602 0.856 0.863 2.883 -0.298
O 1.230122 -2.451734 0.726997 -0.583 0.553 -1.899 -0.032
H 2.130987 0.595609 -0.397798 0.667 1.438 0.355 0.023
H 1.729448 -0.874897 -1.417999 0.161 0.396 0.725 0.077
H 1.920289 -0.757597 1.744587 -0.638 -0.858 -2.360 0.154
H 0.774317 -2.617192 -0.151805 0.752 -0.044 1.504 0.120
```
Forces are in eV/Å.

(4)
The following is a quantum chemistry calculation of C4H7NO4 as an isolated structure, from the OMol25 dataset.

* ΔE to the lowest compared entry with this formula, charge and spin: 131.6 kcal per mole
* LUMO energy: 0.3 eV
* Kohn-Sham gap: 9.2 eV

The geometry in XYZ format:
```
16
Properties=species:S:1:pos:R:3:forces:R:3:lowdin_charge:R:1
O 1.117033 -1.509285 -0.160043 0.062 -0.011 0.396 0.008
C 0.221331 -1.018172 -1.100518 0.157 -0.187 -0.558 -0.262
C -1.083484 -0.441349 -0.609341 1.029 -0.648 0.556 -0.229
N -1.118448 -0.171214 0.789225 0.922 0.096 4.559 0.021
C 0.224631 1.575906 0.864832 -0.588 2.557 2.559 -0.442
O -0.260287 2.596356 1.303788 1.212 -2.499 -0.132 0.113
O 0.436441 1.482335 -0.456754 1.149 -1.248 0.030 0.074
C -0.057876 0.454086 -1.270224 -0.331 0.098 -0.300 -0.172
H 1.885460 -1.885984 -0.601047 -0.115 0.148 -0.085 0.107
H 0.180608 -1.593141 -2.027842 -0.006 0.186 0.139 0.149
H -2.009744 -0.696909 -1.130918 0.229 0.106 0.522 0.151
H -0.307324 -0.252483 1.833088 -1.536 -0.309 -4.625 0.265
H -0.216222 0.816328 -2.284773 0.095 0.066 0.338 0.155
H -2.002569 -0.354407 1.249139 -0.140 0.348 -0.594 0.084
O 1.114748 0.717331 2.020886 -1.389 1.114 -2.837 -0.092
H 1.875699 0.280604 1.580504 -0.750 0.183 0.032 0.069
```
Forces are in eV/Å.

(5)
The following is a quantum chemistry calculation of C4H7NO4 as an isolated structure, from the OMol25 dataset.

* ΔE to the lowest compared entry with this formula, charge and spin: 74.4 kcal per mole
* LUMO energy: 0.4 eV
* Kohn-Sham gap: 8.7 eV

The geometry in XYZ format:
```
16
Properties=species:S:1:pos:R:3:forces:R:3:lowdin_charge:R:1
C 1.168629 0.106486 -1.428569 -1.999 -0.389 0.364 -0.527
C 0.766126 -0.086438 1.487798 -2.822 0.215 -0.970 0.030
C -1.961155 0.008584 0.423924 -0.054 -0.454 0.620 -0.514
C -0.556311 -0.412175 0.095465 2.933 -1.275 3.414 -0.218
O 1.817871 1.260045 -1.545248 0.417 -0.281 -0.070 0.149
O 1.950960 -0.927750 -1.733800 0.572 0.320 0.049 0.151
O -2.520617 0.789924 -0.507129 0.215 0.449 -0.289 0.109
N -0.072212 0.029849 -1.098083 2.099 1.617 -1.382 0.077
O -2.560754 -0.359406 1.403627 0.166 0.073 0.101 0.090
H 1.339666 1.909992 -1.001358 -0.152 -0.249 -0.491 0.143
H 1.458723 -1.745121 -1.575961 -0.160 0.194 -0.162 0.138
H -3.386737 1.088826 -0.188821 0.105 -0.313 0.119 0.131
H -0.327130 -1.454270 0.388617 -1.327 -0.170 -0.682 0.117
H 0.349063 -0.624353 2.336191 -0.128 0.190 0.080 0.040
H 0.822868 0.981259 1.700413 0.210 -0.117 -0.088 0.041
H 1.711011 -0.565450 1.242932 -0.074 0.190 -0.613 0.041
```
Forces are in eV/Å.

(6)
The following is a quantum chemistry calculation of a single C4H7NO4 molecule, from the OMol25 dataset.

* ΔE to the lowest compared entry with this formula, charge and spin: 72.6 kcal per mole
* LUMO energy: 0.3 eV
* Kohn-Sham gap: 9.8 eV
* SMILES string: O=C(O)CN1CC1(O)O

The geometry in XYZ format:
```
16
Properties=species:S:1:pos:R:3:forces:R:3:lowdin_charge:R:1
O -3.659811 0.034113 0.556210 1.157 0.145 -0.801 0.088
C -2.640699 -0.078635 -0.093926 -0.056 0.618 1.927 -0.526
O -2.546762 -0.886764 -1.120312 -0.650 -0.739 -1.077 0.130
C -1.294276 0.629295 0.279128 -1.790 3.120 0.847 -0.084
N -0.208828 0.020240 -0.384654 -0.823 0.855 -1.188 -0.103
C 1.136952 0.595442 -0.572013 0.415 -3.242 0.317 0.039
C 0.735036 -0.711923 0.277464 2.835 0.316 -1.376 -0.593
O 0.860752 -0.786087 1.634356 -0.545 -3.158 0.177 0.057
O 1.041160 -1.986232 -0.271399 -0.189 0.567 1.274 0.052
H -1.660405 -0.863330 -1.508462 0.295 0.208 0.258 0.104
H -1.179631 0.572714 1.421947 -0.322 0.387 -1.608 0.150
H -1.424083 1.815581 -0.091727 0.417 -3.202 1.178 0.199
H 1.573831 1.489772 -0.152015 -0.609 0.091 0.453 0.106
H 1.566482 0.249794 -1.529857 -0.252 0.800 0.397 0.102
H 0.797760 -1.827051 1.789160 0.206 3.213 -0.107 0.191
H 1.023943 -1.923668 -1.218705 -0.091 0.019 -0.669 0.088
```
Forces are in eV/Å.

(7)
The following is a quantum chemistry calculation of an isolated ion of composition C4H7NO4P and charge -1, from the OMol25 dataset.

* net charge: -1
* ΔE to the lowest compared entry with this formula, charge and spin: 0.0 kcal per mole
* LUMO energy: 3.9 eV
* Kohn-Sham gap: 9.0 eV
* SMILES string: [H]/N=C(/C(C)=O)[P@](=O)([O-])OC

The geometry in XYZ format:
```
17
Properties=species:S:1:pos:R:3:forces:R:3:lowdin_charge:R:1
H -1.787278 -2.350869 0.567780 0.151 0.294 -0.146 0.038
N -0.764383 -2.353225 0.651454 0.266 -1.035 0.472 0.120
C -0.299251 -1.228269 0.346770 -1.731 1.166 -0.330 -0.342
C 1.109304 -0.850065 0.293610 1.368 -0.039 -0.202 -0.458
C 1.651838 -0.957572 -1.109232 0.361 0.105 0.095 -0.022
O 1.748076 -0.386959 1.221434 -0.302 -0.220 -0.143 0.054
P -1.458557 0.125672 -0.305066 -0.198 0.451 0.383 0.317
O -2.819407 -0.449799 -0.250431 -0.159 -0.273 0.195 -0.343
O -0.880530 0.697651 -1.555430 0.218 -0.011 0.160 -0.350
O -1.349784 1.239781 0.918256 -0.437 -0.886 -0.482 -0.271
C -0.307129 2.171905 0.895812 0.428 0.457 -0.042 -0.178
H 1.054680 -0.289417 -1.732614 -0.054 -0.024 -0.054 0.062
H 1.518060 -1.972158 -1.479763 -0.035 -0.109 -0.032 0.084
H 2.701358 -0.671643 -1.139661 0.049 -0.020 0.061 0.077
H -0.692662 3.119266 1.285762 0.078 -0.018 -0.021 0.074
H 0.048866 2.319940 -0.128077 0.028 0.099 0.084 0.071
H 0.526801 1.835767 1.519400 -0.033 0.061 0.003 0.067
```
Forces are in eV/Å.

(8)
The following is a quantum chemistry calculation of a single C4H7NOS molecule, from the OMol25 dataset.

* ΔE to the lowest compared entry with this formula, charge and spin: 42.0 kcal per mole
* LUMO energy: 0.8 eV
* Kohn-Sham gap: 9.7 eV
* SMILES string: C[C@H]1NC(=O)[C@@H]1S

The geometry in XYZ format:
```
14
Properties=species:S:1:pos:R:3:forces:R:3:lowdin_charge:R:1
C 0.186722 -1.279385 -1.379098 1.207 -0.160 2.609 -0.042
C 0.220645 0.022556 -0.616876 -0.766 -2.229 3.868 -0.247
N -1.104029 0.435508 -0.240843 -0.550 0.708 -0.707 0.090
C -1.054979 0.538672 1.081072 3.259 -1.085 1.296 -0.556
O -1.774662 0.708254 2.000562 -2.026 0.684 0.740 0.105
C 0.467817 0.175752 1.162411 0.627 1.145 -3.927 -0.418
S 1.767820 1.372243 1.642240 -1.198 1.013 -0.381 0.684
H -0.536066 -1.852420 -0.899322 -1.906 -1.138 0.378 0.061
H 1.018012 -1.953490 -1.285327 1.102 0.290 -0.084 0.080
H -0.012217 -1.124717 -2.374125 -0.652 0.321 -2.410 0.053
H 0.758487 0.695264 -1.136482 1.818 2.808 -1.392 0.076
H -1.921982 0.394221 -0.781198 -1.147 0.074 -0.839 0.139
H 0.781221 -0.747168 1.594434 -0.207 -0.694 0.457 0.067
H 1.203211 2.614711 1.232550 0.439 -1.735 0.392 -0.090
```
Forces are in eV/Å.